(1)
Formula: C56H46N7O2SeSiW
Source: OMol25
Level of theory: the ωB97M-V functional and the def2-TZVPD basis

Each line ends with the Mulliken charge.
CARTESIAN COORDINATES (ANGSTROEM)
W  0.244  -0.305  0.099  0.79
C  2.077  2.694  -0.593  -0.50
C  2.847  1.499  -1.046  0.80
C  4.148  1.651  -1.493  -1.02
C  4.888  0.530  -1.863  -1.03
C  4.268  -0.697  -1.850  -1.11
C  2.925  -0.787  -1.465  0.54
N  2.226  0.298  -1.013  0.77
C  2.134  -1.989  -1.588  0.48
C  2.532  -3.104  -2.305  -0.67
C  1.610  -4.102  -2.618  -1.64
C  0.301  -3.934  -2.228  -0.72
C  -0.075  -2.833  -1.449  0.42
N  0.855  -1.865  -1.047  1.21
C  -1.388  -2.570  -0.983  1.52
C  -2.371  -3.622  -0.901  -1.53
C  -3.498  -3.467  -0.203  -1.64
C  -3.859  -2.157  0.376  -0.24
C  -2.808  -1.029  0.215  -0.56
C  -3.455  0.204  -0.419  -1.48
N  -1.536  -1.358  -0.413  0.77
H  2.742  3.540  -0.439  0.84
H  1.569  2.491  0.355  -0.22
H  1.337  2.970  -1.347  -0.44
H  4.590  2.634  -1.539  0.59
H  5.919  0.629  -2.163  0.51
H  4.805  -1.582  -2.144  0.52
H  3.537  -3.180  -2.681  0.49
H  1.905  -4.966  -3.191  0.49
H  -0.454  -4.636  -2.534  0.61
H  -2.122  -4.574  -1.335  0.28
H  -4.185  -4.284  -0.054  0.49
H  -4.843  -1.867  -0.007  0.77
H  -4.436  0.354  0.027  0.67
H  -3.584  0.051  -1.491  0.35
H  -2.879  1.109  -0.246  -0.08
C  2.412  3.918  -7.287  -0.93
O  2.391  4.021  -5.881  -0.41
C  1.286  4.510  -5.274  0.85
C  0.097  4.862  -5.914  -0.54
C  -0.972  5.325  -5.176  -0.32
C  -0.906  5.396  -3.782  -0.71
C  0.310  5.093  -3.149  0.28
C  1.385  4.663  -3.884  -0.62
N  -2.036  5.807  -3.105  -0.63
N  -2.342  5.430  -1.968  -0.38
C  -1.885  4.368  -1.265  -0.26
C  -1.808  4.496  0.134  -0.62
C  -1.333  3.486  0.940  -1.10
C  -0.892  2.295  0.350  0.77
O  -0.401  1.230  0.981  -0.48
C  -0.992  2.117  -1.045  -0.33
N  -0.546  0.897  -1.490  0.56
C  -0.782  0.602  -2.787  -0.14
C  -1.469  1.455  -3.625  -1.87
C  -1.876  2.713  -3.188  -0.95
C  -1.580  3.101  -1.875  1.45
H  3.402  3.542  -7.537  0.24
H  2.266  4.892  -7.758  0.38
H  1.655  3.216  -7.648  0.36
H  0.002  4.779  -6.985  0.47
H  -1.898  5.587  -5.664  0.51
H  0.404  5.236  -2.081  0.49
H  2.330  4.434  -3.414  0.51
H  -2.093  5.442  0.565  0.56
H  -1.267  3.602  2.009  0.64
H  -0.422  -0.361  -3.137  0.56
H  -1.680  1.147  -4.636  0.56
H  -2.433  3.356  -3.850  0.85
C  -5.205  -0.240  2.930  -0.94
C  -4.105  0.698  2.885  -0.94
C  -2.920  0.360  2.369  -1.82
C  -2.644  -0.969  1.766  3.14
C  -3.786  -2.007  1.916  0.46
C  -5.056  -1.497  2.510  -1.37
Si  -0.783  -1.595  2.104  0.24
C  -0.245  -1.170  3.892  1.16
C  -0.840  -0.216  4.709  -0.63
C  -0.291  0.109  5.937  -0.94
C  0.866  -0.513  6.368  -0.83
C  1.459  -1.485  5.579  -0.51
C  0.906  -1.810  4.358  -0.79
C  -0.899  -3.504  2.300  0.88
C  -1.671  -3.967  3.366  -0.84
C  -1.876  -5.317  3.574  -0.78
C  -1.297  -6.243  2.723  -0.87
C  -0.495  -5.806  1.682  -0.56
C  -0.293  -4.449  1.480  -0.05
H  -6.145  0.096  3.342  0.44
H  -4.271  1.685  3.290  0.53
H  -2.119  1.084  2.358  0.69
H  -3.496  -2.942  2.400  0.06
H  -5.877  -2.197  2.534  0.51
H  -1.747  0.274  4.392  0.47
H  -0.768  0.858  6.552  0.47
H  1.304  -0.241  7.315  0.41
H  2.357  -1.983  5.913  0.49
H  1.367  -2.576  3.749  0.35
H  -2.103  -3.259  4.057  0.45
H  -2.486  -5.650  4.401  0.47
H  -1.455  -7.299  2.885  0.41
H  -0.027  -6.527  1.027  0.51
H  0.368  -4.125  0.683  0.25
Se  1.947  0.301  1.923  -0.06
C  3.597  -0.516  2.556  0.68
C  4.459  0.298  3.287  -0.65
C  5.636  -0.256  3.760  -0.58
N  5.971  -1.518  3.558  -0.61
C  5.144  -2.287  2.877  -0.63
C  3.940  -1.841  2.345  -0.15
H  4.201  1.331  3.470  0.44
H  6.340  0.340  4.327  0.41
H  5.457  -3.316  2.754  0.40
H  3.289  -2.507  1.793  0.45

Atomic forces in eV per Å
1.81 -0.94 -1.49
-0.06 0.11 0.12
-0.24 0.27 0.17
0.05 -0.48 -0.06
-0.37 0.19 0.11
-0.36 -0.03 0.08
0.11 0.90 0.19
0.67 -1.12 -0.41
-0.33 -0.50 -0.16
-0.50 0.51 0.33
-0.37 -0.06 0.16
0.31 0.18 0.10
0.60 0.41 -0.02
0.20 -1.50 -0.67
0.31 1.25 0.72
-0.79 -0.19 -0.05
0.28 0.18 -0.22
0.14 -0.22 -0.10
-0.85 0.75 0.09
0.22 -0.19 0.03
0.41 -1.90 -0.80
0.04 0.04 -0.03
0.18 0.10 -0.24
0.03 0.04 0.02
-0.04 0.08 0.10
0.10 -0.02 -0.04
0.04 -0.11 0.00
0.17 0.10 -0.01
0.04 -0.06 -0.08
-0.10 -0.16 -0.01
0.02 -0.13 -0.02
-0.05 -0.25 -0.02
0.11 0.08 -0.06
-0.03 0.01 0.04
0.00 -0.02 -0.11
-0.16 -0.07 -0.01
0.01 -0.02 -0.33
-0.14 0.13 0.45
-0.07 -0.02 0.11
0.45 -0.22 -0.27
-0.18 0.02 0.68
1.43 -0.65 -0.67
-0.21 0.19 -0.13
0.11 -0.06 -0.13
-0.81 0.79 0.10
-1.61 1.38 -0.41
1.09 -1.44 1.48
-0.24 0.65 -1.80
0.94 -2.08 -0.02
-0.67 1.35 -0.26
-0.68 1.57 1.47
-0.11 0.14 -0.24
-1.14 1.09 -1.26
0.63 -0.30 1.43
-0.38 0.99 -0.20
0.26 -0.80 -0.05
0.11 -0.28 0.53
-0.08 0.02 -0.04
-0.02 0.00 0.00
0.00 0.02 0.01
0.02 0.01 -0.08
-0.11 0.11 -0.06
0.04 -0.04 0.04
0.10 0.00 0.05
-0.11 0.12 0.01
-0.02 0.01 0.16
-0.06 0.07 0.11
0.00 -0.07 -0.09
-0.02 0.05 -0.03
-0.33 -0.54 0.04
0.55 0.17 -0.11
-0.23 0.45 0.16
0.83 -0.14 0.09
-0.17 -0.33 0.14
-0.11 0.18 -0.05
-0.60 -0.25 1.65
-0.12 0.08 -0.70
-0.11 -0.06 -0.18
0.04 0.05 0.16
-0.01 0.12 0.08
0.09 -0.09 0.00
-0.19 -0.04 -0.05
0.31 0.59 -0.60
0.06 0.09 0.03
-0.04 -0.06 0.06
0.02 -0.05 -0.06
0.07 -0.15 -0.07
0.12 0.09 -0.04
-0.13 -0.03 0.00
0.11 0.11 0.05
-0.03 0.06 0.07
-0.09 0.09 -0.05
-0.18 -0.08 0.14
-0.01 0.07 0.06
-0.04 0.07 0.11
0.05 0.00 0.13
0.12 -0.07 0.06
0.14 -0.08 -0.04
-0.08 0.12 0.14
-0.03 -0.01 0.09
0.00 -0.08 -0.01
0.09 -0.04 -0.03
-0.04 -0.06 -0.01
0.56 0.01 1.48
-0.61 0.00 -0.83
-0.30 -0.01 -0.18
-0.27 0.29 -0.02
0.63 -0.27 0.26
-0.29 -0.17 -0.18
0.04 0.00 0.00
0.07 0.07 0.07
0.00 0.09 0.03
-0.04 -0.12 -0.08
0.03 -0.04 0.00

Values from the calculation:
Charge: +1
LUMO energy (alpha / beta) (eV): -4.3 / -4.2
Calculated total energy (Eh): -5453.12274
Frontier orbital gap (alpha / beta) (eV): 5.12 / 5.03



(2)
Formula: C24H40F3NO8
Source: OMol25
Level of theory: the ωB97M-V functional and the def2-TZVPD basis

Each line ends with the Mulliken charge.
CARTESIAN COORDINATES (ANGSTROEM)
O  1.859  -3.722  1.468  -0.51
C  2.836  -4.095  0.867  0.60
O  4.018  -4.400  1.537  -0.55
C  2.854  -4.273  -0.641  -0.68
C  3.113  -2.954  -1.397  -0.64
C  4.398  -2.207  -0.940  -0.54
O  3.993  -0.947  -0.433  -0.36
C  4.601  -0.551  0.765  0.52
C  3.430  -0.245  1.794  -1.08
O  2.199  -0.028  1.176  -0.36
C  2.094  1.281  0.608  -0.08
C  0.741  1.934  0.952  -0.68
C  0.170  2.696  -0.270  -0.90
C  -1.233  2.220  -0.593  0.55
F  -1.998  1.634  0.361  -0.28
C  -1.776  2.303  -1.829  0.20
F  -2.231  1.216  -2.436  -0.22
F  -1.913  3.431  -2.487  -0.23
C  5.465  0.678  0.608  0.18
C  5.742  1.233  -0.612  -0.27
C  6.548  2.328  -0.784  -0.46
N  7.139  2.925  0.245  -0.64
C  6.854  2.402  1.423  -0.43
C  6.061  1.317  1.688  -0.36
H  4.508  -3.590  1.719  0.36
H  1.848  -4.608  -0.908  0.33
H  3.522  -5.081  -0.947  0.35
H  3.198  -3.172  -2.463  0.39
H  2.235  -2.327  -1.242  0.32
H  5.070  -2.124  -1.800  0.33
H  4.886  -2.845  -0.199  0.36
H  5.215  -1.321  1.246  0.42
H  3.312  -1.158  2.389  0.38
H  3.704  0.550  2.497  0.58
H  2.926  1.906  0.945  0.31
H  2.158  1.147  -0.478  0.10
H  0.944  2.693  1.709  0.29
H  0.053  1.199  1.362  0.46
H  0.163  3.778  -0.087  0.37
H  0.763  2.548  -1.171  0.36
H  5.292  0.778  -1.490  0.32
H  6.752  2.717  -1.775  0.38
H  7.308  2.890  2.285  0.35
H  5.896  0.961  2.696  0.41
C  -3.001  -2.659  0.363  -0.73
O  -1.916  -3.493  0.000  -0.38
C  -1.333  -4.164  1.113  0.09
C  -1.762  -5.613  1.169  -0.56
O  -3.145  -5.740  1.475  -0.37
C  -3.934  -6.047  0.340  -0.71
H  -3.486  -2.323  -0.553  0.25
H  -3.733  -3.195  0.973  0.32
H  -2.640  -1.782  0.911  0.30
H  -1.579  -3.652  2.049  0.34
H  -0.251  -4.119  0.981  -0.07
H  -1.211  -6.111  1.973  0.36
H  -1.523  -6.121  0.230  0.34
H  -3.749  -7.077  0.016  0.32
H  -3.735  -5.360  -0.486  0.30
H  -4.981  -5.957  0.627  0.24
C  -6.134  6.554  -0.580  -0.74
O  -5.494  5.506  0.127  -0.38
C  -6.308  4.348  0.255  -0.57
C  -5.883  3.264  -0.712  -0.05
O  -6.151  3.634  -2.057  -0.41
C  -4.988  4.048  -2.752  -0.66
H  -5.391  7.326  -0.774  0.24
H  -6.538  6.206  -1.534  0.33
H  -6.939  6.985  0.024  0.32
H  -7.363  4.597  0.113  0.34
H  -6.181  3.979  1.277  0.39
H  -6.467  2.361  -0.505  0.38
H  -4.825  3.021  -0.576  -0.06
H  -4.342  3.188  -2.946  0.23
H  -4.434  4.808  -2.194  0.32
H  -5.299  4.472  -3.706  0.31

Atomic forces in eV per Å
1.08 -0.25 -0.39
-0.67 0.44 0.36
-0.18 -0.05 -0.54
-0.43 -0.44 -0.10
0.44 -0.20 0.19
-1.19 -0.72 -0.63
0.98 -0.51 0.23
-0.81 1.39 0.94
0.19 -1.33 0.02
0.16 0.80 0.50
-0.53 -0.59 -0.40
0.87 0.63 -0.28
-1.21 0.76 0.59
-0.04 1.15 -0.82
0.80 -1.36 -0.10
0.32 -0.91 1.79
-1.54 0.64 -0.27
1.12 -0.26 -1.29
0.38 -0.04 0.23
-0.88 -0.83 -1.72
0.45 0.27 0.29
-0.11 0.18 -0.48
0.78 0.77 1.57
-0.62 -0.78 -0.25
-0.09 0.03 0.28
0.04 0.05 0.03
0.27 0.23 0.20
-0.21 -0.08 0.06
0.21 0.23 -0.03
0.12 0.35 0.19
0.25 0.41 0.12
0.03 -0.18 -0.36
-0.21 0.11 -0.03
0.00 0.13 -0.21
-0.01 0.01 -0.08
0.20 0.15 0.05
-0.28 -0.26 0.27
0.06 -0.03 -0.14
0.14 -0.09 0.16
0.12 -0.11 0.13
0.03 0.05 0.04
-0.02 0.05 0.02
0.07 0.07 -0.17
0.18 0.15 0.10
0.06 0.01 -0.07
-0.18 0.00 0.12
0.19 -0.09 -0.43
-0.11 0.07 0.44
-0.02 0.00 -0.22
-0.02 -0.01 0.10
0.06 0.00 -0.03
0.01 0.01 0.03
-0.07 0.01 0.05
-0.05 -0.03 0.01
-0.07 0.00 0.09
0.05 0.00 -0.03
-0.02 0.05 -0.04
-0.01 0.02 -0.10
0.02 -0.03 -0.02
0.02 -0.01 0.06
0.06 0.01 0.05
-0.14 0.03 -0.15
0.36 0.00 0.21
-0.39 -0.10 -0.14
0.16 0.13 0.06
-0.13 -0.04 -0.05
0.03 -0.02 0.06
-0.03 0.00 0.01
-0.05 0.02 -0.07
0.00 -0.01 -0.06
-0.04 -0.04 -0.01
0.03 -0.01 0.05
0.02 0.06 0.02
0.05 0.04 -0.02
0.04 -0.04 0.02
-0.07 -0.04 0.01

Values from the calculation:
Charge: 0
LUMO energy (eV): 0.3
SMILES: O=C(O)CCCO[C@H](COCCCC(F)=C(F)F)c1ccncc1.COCCOC.COCCOC
Calculated total energy (Eh): -1894.51440
Frontier orbital gap (eV): 8.73